The following is a DFT calculation (the ωB97M-V functional and the def2-TZVPD basis) of the molecule C3H10N2 in a non-equilibrium geometry.

The geometry in XYZ format:
```
15
Properties=species:S:1:pos:R:3:mulliken_charge:R:1
N 1.57 -0.11 -0.45 -0.681
C 0.16 -0.02 -0.62 0.298
C -0.42 -1.44 -0.84 -1.190
C -0.48 0.32 0.88 -0.940
N -0.37 1.77 1.19 -0.579
H 1.96 0.85 -0.83 0.278
H 1.98 -0.78 -1.20 0.262
H -0.45 0.80 -1.36 0.230
H -1.41 -1.24 -1.20 0.351
H 0.26 -1.92 -1.57 0.377
H -0.23 -1.89 0.21 0.275
H 0.14 -0.17 1.60 0.438
H -1.46 -0.02 0.80 0.397
H 0.12 1.72 2.09 0.242
H -1.38 2.11 1.27 0.243
```

Computed properties:
Highest occupied orbital energy in eV: -8.739
SMILES string: C[C@H](N)CN
Relative energy (zero: lowest compared OMol25 entry of this formula, charge and spin) in kcal per mole: 44.64



The following is a DFT calculation (the ωB97M-V functional and the def2-TZVPD basis) of a cluster of 2 separate species, C4H14N3 in total in a non-equilibrium geometry.

The geometry in XYZ format:
```
21
Properties=species:S:1:pos:R:3:mulliken_charge:R:1
N 1.29 -0.48 -0.73 -0.204
C 1.60 0.69 0.14 -0.614
C 1.25 0.35 1.60 -0.285
N 1.27 1.51 2.44 -0.076
H 1.73 -1.34 -0.37 0.396
H 0.21 -0.68 -0.81 0.291
H 1.66 -0.34 -1.67 0.429
H 2.67 0.89 0.04 0.411
H 1.00 1.51 -0.24 0.418
H 0.23 -0.08 1.66 0.243
H 1.95 -0.36 2.04 0.396
H 0.66 2.31 2.19 0.344
H 1.19 1.34 3.45 0.363
C -1.86 -0.44 -2.21 -0.988
C -2.27 -0.95 0.04 -0.302
N -1.39 -0.82 -0.87 -0.382
H -1.31 0.44 -2.55 0.305
H -2.91 -0.16 -2.21 0.393
H -1.66 -1.27 -2.88 0.319
H -1.97 -1.32 1.02 0.284
H -3.33 -0.79 -0.09 0.259
```

Computed properties:
Charge: +2
Highest occupied orbital energy (spin up / spin down) in eV: -18.001 / -17.999
Relative energy (zero: lowest compared OMol25 entry of this formula, charge and spin) in kcal per mole: 45.58
Multiplicity: 2



The following is a DFT calculation (the ωB97M-V functional and the def2-TZVPD basis) of the ion C8H8N2O4 with charge -2 in a non-equilibrium geometry.

The geometry in XYZ format:
```
22
Properties=species:S:1:pos:R:3:mulliken_charge:R:1
C 2.86 0.12 -1.48 -0.618
C 2.51 1.23 -0.70 -0.360
C 1.91 -0.84 -1.24 -0.628
C 1.32 0.88 -0.01 -0.194
C -1.40 1.12 -0.29 0.084
C -2.53 -1.28 0.14 0.148
C -1.10 -0.04 1.95 -1.610
C -1.26 -0.24 0.47 1.566
N 0.95 -0.37 -0.36 0.626
N -0.10 -1.12 0.11 -0.803
O -1.09 1.11 -1.50 -0.735
O -3.47 -1.43 0.94 -0.754
O -1.72 2.05 0.46 -0.747
O -2.46 -1.80 -1.01 -0.754
H 3.80 0.26 -1.96 0.378
H 2.89 2.30 -0.53 0.260
H 1.89 -1.81 -1.66 0.354
H 0.62 1.58 0.44 0.311
H -1.49 -0.88 2.56 0.409
H -1.69 0.87 2.24 0.249
H -0.05 0.12 2.04 0.387
H -0.39 -1.82 -0.60 0.431
```

Computed properties:
Charge: -2
Highest occupied orbital energy in eV: -0.690
SMILES string: CC(Nn1cccc1)(C(=O)[O-])C(=O)[O-]



The following is a DFT calculation (the ωB97M-V functional and the def2-TZVPD basis) of a structure of composition C37H30F5O2P2RuS3Te in a non-equilibrium geometry.

The geometry in XYZ format:
```
81
Properties=species:S:1:pos:R:3:mulliken_charge:R:1
Ru -0.34 -0.22 0.00 1.519
S -0.55 0.40 2.41 -0.652
P -0.96 2.15 1.49 2.134
C -0.39 1.80 -0.11 -1.158
P 1.24 2.04 -0.65 1.674
S 2.03 0.19 -0.45 -0.733
C 1.16 2.54 -2.39 0.313
C 2.23 2.27 -3.24 -0.498
C 2.17 2.67 -4.57 -0.701
C 1.05 3.34 -5.04 -0.426
C -0.01 3.61 -4.19 -0.793
C 0.04 3.21 -2.87 -0.110
C 2.30 3.27 0.15 0.447
C 2.09 4.62 -0.10 -0.448
C 2.90 5.57 0.52 -0.708
C 3.92 5.16 1.37 -0.485
C 4.13 3.81 1.61 -0.756
C 3.31 2.86 1.01 -0.275
C -2.71 2.55 1.42 0.082
C -3.39 2.62 0.22 0.107
C -4.75 2.90 0.21 -0.744
C -5.43 3.10 1.40 -0.531
C -4.75 3.02 2.61 -0.694
C -3.39 2.74 2.62 -0.477
C -0.23 3.58 2.32 0.395
C -0.73 4.85 2.03 -0.587
C -0.18 5.96 2.64 -0.709
C 0.87 5.81 3.53 -0.485
C 1.37 4.55 3.82 -0.621
C 0.82 3.43 3.22 -0.435
H 3.09 1.73 -2.87 0.408
H 2.99 2.45 -5.23 0.400
H 1.00 3.65 -6.08 0.387
H -0.89 4.12 -4.57 0.424
H -0.80 3.40 -2.20 0.405
H 1.31 4.94 -0.78 0.419
H 2.73 6.62 0.33 0.412
H 4.55 5.90 1.85 0.419
H 4.92 3.49 2.27 0.421
H 3.47 1.80 1.19 0.414
H -2.86 2.44 -0.71 0.264
H -5.28 2.92 -0.74 0.432
H -6.49 3.29 1.39 0.383
H -5.28 3.17 3.54 0.398
H -2.86 2.67 3.57 0.387
H -1.56 4.96 1.35 0.461
H -0.57 6.95 2.42 0.419
H 1.31 6.68 4.01 0.422
H 2.19 4.43 4.52 0.432
H 1.19 2.44 3.44 0.351
F -4.23 0.44 -1.83 -0.429
Te -2.81 -0.87 -1.73 1.825
F -1.96 -2.56 -1.40 -0.490
F -0.61 -0.55 -2.05 -0.745
F -4.26 -1.93 -1.25 -0.401
F -3.00 -1.62 -3.45 -0.412
O -2.30 -0.36 0.04 -0.909
O -0.04 -2.26 0.62 -0.633
S 0.54 -2.99 -0.60 0.185
C 0.14 -4.70 -0.31 0.329
C -0.13 -5.15 0.97 -0.057
C -0.43 -6.49 1.16 -0.791
C -0.45 -7.36 0.08 -0.414
C -0.20 -6.89 -1.20 -0.720
C 0.09 -5.55 -1.41 -0.186
C 2.29 -3.11 -0.19 0.235
C 2.73 -2.80 1.08 -0.040
C 4.09 -2.86 1.35 -0.699
C 4.98 -3.22 0.35 -0.433
C 4.53 -3.52 -0.92 -0.717
C 3.17 -3.47 -1.20 -0.261
H -0.12 -4.45 1.80 0.375
H -0.64 -6.86 2.15 0.406
H -0.69 -8.40 0.23 0.397
H -0.24 -7.56 -2.05 0.405
H 0.26 -5.16 -2.40 0.451
H 2.01 -2.50 1.84 0.381
H 4.45 -2.62 2.34 0.428
H 6.04 -3.25 0.56 0.400
H 5.23 -3.79 -1.70 0.401
H 2.80 -3.69 -2.20 0.411
```

Computed properties:
Highest occupied orbital energy (spin up / spin down) in eV: -7.759 / -7.822
Multiplicity: 2



The following is a DFT calculation (the ωB97M-V functional and the def2-TZVPD basis) of the molecule C5H5FS in a non-equilibrium geometry.

The geometry in XYZ format:
```
12
Properties=species:S:1:pos:R:3:mulliken_charge:R:1
C -0.08 0.04 1.01 0.539
C -1.42 -0.56 1.08 -0.594
C -2.00 -0.53 -0.08 -0.365
C -1.10 0.07 -1.14 -0.387
C 0.20 0.28 -0.42 -0.158
H -0.06 0.97 1.53 0.185
H -1.84 -0.97 2.03 0.369
H -2.95 -0.96 -0.34 0.438
H -0.99 -0.62 -1.98 0.285
H -1.49 1.05 -1.50 0.261
F 0.90 -0.75 1.58 -0.313
S 1.60 0.72 -1.04 -0.260
```

Computed properties:
Highest occupied orbital energy in eV: -8.857
SMILES string: F[C@@H]1C=CCC1=S
Relative energy (zero: lowest compared OMol25 entry of this formula, charge and spin) in kcal per mole: 3.48



The following is a DFT calculation (the ωB97M-V functional and the def2-TZVPD basis) of a structure of composition CCl3F2N in a non-equilibrium geometry.

The geometry in XYZ format:
```
7
Properties=species:S:1:pos:R:3:mulliken_charge:R:1
C -0.50 -0.20 0.04 0.564
N 0.56 0.71 0.13 0.022
F -0.29 -1.02 1.57 -0.372
F 0.52 1.52 -1.02 -0.146
Cl -0.40 -1.53 -1.06 -0.061
Cl -2.02 0.55 0.15 -0.040
Cl 2.12 -0.04 0.20 0.034
```

Computed properties:
Highest occupied orbital energy in eV: -11.170
Relative energy (zero: lowest compared OMol25 entry of this formula, charge and spin) in kcal per mole: 25.39



The evaluated electronic energy for the records listed, in turn: -229.73812 -324.33612 -720.07227 -4317.92315 -691.52694 -1673.00605 a.u..